(1)
C27H46BrN3OP2Pt as an isolated structure at a distorted geometry, computed with ωB97M-V/def2-TZVPD.

The expectation value of S² is 2.071. The multiplicity is 3. The net charge is +2. As for the gap between HOMO and LUMO (alpha / beta): 0.2005 / 0.1957 Ha. The calculation puts the LUMO energy (alpha / beta) at -6.984 / -8.994 eV.

Structure (XYZ):
```
81
C27H46BrN3OP2Pt ωB97M-V/def2-TZVPD
C 3.24 -0.17 3.90
H 0.43 -0.73 -2.47
H 3.22 2.44 1.11
H 0.29 3.03 -1.88
H -0.92 -3.15 -3.27
C 1.69 -3.21 -2.54
C -4.27 0.32 1.87
H -0.47 4.60 -0.42
O 2.22 -0.55 1.24
H -1.28 -1.62 4.98
H 2.83 -1.12 3.55
C 0.55 -3.35 -1.69
C -0.24 -3.17 0.59
H -2.03 2.28 -3.00
C 2.84 -2.64 -2.05
H 2.88 1.41 -0.19
H -0.82 -1.25 2.63
C 2.61 0.54 1.63
C 4.74 -1.06 -2.32
C 0.27 0.34 -2.71
H -1.78 3.47 -0.05
H -4.46 -0.76 1.72
H 0.96 2.25 -0.43
C -2.45 2.54 3.92
C -2.35 1.51 -2.28
H 3.12 -2.79 -4.79
H -0.23 -3.35 1.66
C 0.77 -3.51 -0.29
H -1.79 2.01 4.62
H -3.48 2.29 4.17
C 4.64 -1.28 -5.06
C 1.62 1.00 -3.01
Pt -1.70 -0.58 0.02
C -0.76 -3.14 -2.20
C -1.38 -2.52 0.02
P -0.84 0.98 -1.35
C -2.11 2.20 2.48
C 5.53 -0.28 -3.18
N 2.67 1.66 0.77
H -2.74 0.22 -4.01
H 1.58 -3.50 -3.59
H -6.16 0.48 2.81
H -2.87 -1.59 4.19
C 3.81 -2.11 -4.29
H 1.75 -3.80 0.09
C 3.83 -1.98 -2.88
H 1.55 2.09 -3.15
H -3.00 1.97 -1.51
N 2.97 0.84 2.91
H -2.67 2.81 1.76
C -1.29 -0.44 3.21
H 4.64 -1.36 -6.14
H 4.81 -0.92 -1.24
H -0.49 0.27 3.45
P -2.44 0.45 2.08
C -5.16 0.89 2.95
C 0.02 2.55 -0.92
H -5.21 1.98 2.84
H 6.21 0.48 -2.76
H -4.47 0.80 0.89
H 3.30 1.78 3.09
H -4.12 0.50 -2.95
H -2.32 3.62 4.07
Br -3.16 -2.52 1.40
N 5.45 -0.37 -4.50
H 2.96 -2.49 -0.97
H 2.35 0.79 -2.22
H -4.81 0.63 3.95
H -0.31 3.55 0.97
H 4.32 -0.29 4.06
H -2.87 -0.63 -2.46
H -0.35 0.35 -3.62
H -1.05 2.35 2.28
C -3.04 0.33 -2.96
H -2.82 -2.73 -1.60
H 2.03 0.59 -3.94
C -1.77 -2.78 -1.33
H -2.30 -0.16 5.11
H 2.77 0.11 4.85
C -0.69 3.58 -0.06
C -1.99 -0.98 4.45
```

Atom charges from the Löwdin analysis, given in e for atoms 1 to 2: atom 1 (C): -0.065, atom 2 (H): 0.043


(2)
One molecule with the formula C2H2O2 at a distorted geometry, computed with ωB97M-V/def2-TZVPD.

Its SMILES is O=C=CO. As for the gap between HOMO and LUMO: 0.3182 Ha. The calculation puts the LUMO energy at 0.173 eV.

Structure (XYZ):
```
6
C2H2O2 ωB97M-V/def2-TZVPD
C 0.39 0.38 -0.08
O 2.82 -0.09 0.02
C 1.67 0.04 -0.12
O -0.63 -0.53 -0.06
H -0.55 -1.39 0.31
H -0.03 1.30 -0.29
```

Atom charges from the Löwdin analysis, given in e for atoms 1 to 2: atom 1 (C): -0.176, atom 2 (O): 0.158


(3)
C33H37N9OW as an isolated structure, computed with ωB97M-V/def2-TZVPD.

The net charge is +4. As for the gap between HOMO and LUMO (alpha / beta): 0.1646 / 0.1648 Ha. The calculation puts the LUMO energy (alpha / beta) at -13.955 / -13.954 eV.

Structure (XYZ):
```
81
C33H37N9OW ωB97M-V/def2-TZVPD
H -4.13 1.67 1.86
H -5.44 1.14 -0.24
H 4.47 3.86 3.25
H -0.03 -0.60 4.65
C 3.93 0.50 4.09
C -4.32 -2.45 -1.13
H 3.08 2.21 -1.06
H 4.26 -4.20 -1.60
H -2.58 2.18 -6.62
H -2.51 -0.12 -5.72
H 3.54 0.54 1.34
H 1.29 1.16 4.22
C 4.43 1.87 3.95
N 1.40 1.45 -0.38
H 0.82 -3.94 1.64
N 0.69 2.06 -1.47
H 4.29 -0.04 4.97
H -0.97 0.89 2.60
C 3.02 0.26 -1.63
C 1.89 1.73 2.17
C -2.08 1.98 -5.68
H -0.32 3.61 -3.28
C 3.74 -2.11 -1.58
H 4.55 -1.81 -2.23
C -6.01 -0.72 -1.10
C 3.58 -3.45 -1.23
H -3.82 2.52 0.36
C -5.61 -2.01 -1.41
H -1.50 4.04 -5.41
C -3.36 1.88 1.11
C -0.06 1.19 -2.06
C -2.89 0.61 0.48
C -0.77 1.51 -3.28
H -2.53 2.42 1.55
C 0.23 -2.00 3.01
C 2.86 -1.16 -1.11
N -0.17 -0.11 -1.53
H 2.10 -0.38 1.59
C -1.46 3.04 -5.00
H 4.05 0.37 -1.96
C -1.39 0.48 -3.98
C -5.11 0.15 -0.49
H -1.46 -0.87 3.68
H -4.04 -3.47 -1.36
H 2.40 0.38 -2.52
C 2.76 2.89 2.46
H -0.75 -2.07 -1.91
W 0.38 -0.13 0.60
H -6.32 -2.69 -1.87
N 1.84 -1.50 -0.27
H 2.43 3.85 2.07
O -1.66 0.33 0.60
C 2.52 -3.79 -0.41
N -0.20 -2.08 1.58
H 0.26 2.39 3.49
C -0.81 2.81 -3.81
N 2.79 1.32 -0.65
C -0.38 -0.76 3.63
H -1.71 -1.59 -3.94
N -1.31 -0.81 -3.43
C -0.75 -1.04 -2.27
H -2.42 -1.93 -0.29
N 3.19 -0.14 3.27
C -2.05 0.70 -5.18
C -3.80 -0.27 -0.21
H 5.31 2.08 4.55
H -7.01 -0.39 -1.31
H -1.20 -2.28 1.56
C 0.99 1.87 0.92
C 1.67 -2.81 0.06
C 2.72 0.44 2.06
H 1.32 -1.96 3.03
H -0.08 -2.89 3.56
N -0.09 0.42 2.76
H -0.23 -3.74 0.27
C 3.94 2.92 3.19
C 0.49 -3.22 0.90
H 0.33 2.73 0.90
C 0.83 1.48 3.29
H 2.35 -4.82 -0.12
C -3.42 -1.59 -0.54
```

Atom charges from the Löwdin analysis, given in e for atoms 1 to 2: atom 1 (H): 0.125, atom 2 (H): 0.127


(4)
A 2-piece molecular cluster, C2H3P overall at a distorted geometry, computed with ωB97M-V/def2-TZVPD.

As for the gap between HOMO and LUMO (alpha / beta): 0.2246 / 0.2245 Ha. The calculation puts the LUMO energy (alpha / beta) at -3.390 / -3.391 eV.

Structure (XYZ):
```
6
C2H3P ωB97M-V/def2-TZVPD
C -0.95 -0.21 2.01
P 1.04 -0.41 -2.05
H 0.00 0.46 -2.36
H -1.36 -0.09 2.98
C -0.53 -0.37 0.91
H 1.80 0.62 -1.49
```

Atom charges from the Löwdin analysis, given in e for atoms 1 to 2: atom 1 (C): -0.193, atom 2 (P): 0.809


(5)
One molecule with the formula C23H29N3O3, computed with ωB97M-V/def2-TZVPD.

As for the gap between HOMO and LUMO: 0.3563 Ha. The calculation puts the LUMO energy at 0.400 eV.

Structure (XYZ):
```
58
C23H29N3O3 ωB97M-V/def2-TZVPD
H -0.90 -0.74 7.18
C 0.13 -2.26 1.02
H 2.87 -2.43 -1.70
C -2.02 -2.39 1.06
C 1.88 0.00 -2.72
H -1.57 2.29 -0.44
H 2.67 0.69 -3.04
C 3.02 -2.29 -2.77
H 1.07 -1.71 0.94
H -0.11 2.50 1.50
H -2.89 -0.45 3.40
H -1.23 -0.51 -3.63
H -2.86 -0.06 5.83
H -1.27 3.78 1.88
C -1.00 -1.86 0.03
C -2.01 -0.53 5.35
C -0.91 -0.92 6.11
H -2.02 -3.47 1.22
C -0.04 3.65 -1.23
N 0.56 0.47 -3.11
C 0.17 -1.52 5.49
C -0.55 3.44 1.14
H 1.67 2.81 -2.24
H 1.96 -0.10 -1.63
C -0.17 -0.56 -3.86
C 1.99 -1.36 -3.40
H 1.03 -1.83 6.07
N 0.48 4.44 0.91
O 1.83 5.17 -0.79
H -3.02 -1.98 1.00
H 0.91 -2.33 -1.40
H 0.36 -2.66 -4.11
N 0.14 -2.23 -2.05
C 0.53 -1.84 -3.41
C -0.95 -1.36 3.35
C 0.15 -1.74 4.12
H 3.01 -3.27 -3.25
C -0.05 1.60 -2.68
C -1.07 -0.50 0.77
H -0.21 0.16 0.67
H 1.10 1.85 -0.89
O -1.17 1.91 -3.04
H 4.02 -1.87 -2.89
C -0.97 -1.58 1.88
H 1.06 4.82 1.64
H 0.99 -2.22 3.63
C 0.76 2.46 -1.73
H -1.99 4.00 -0.37
C -1.17 3.28 -0.26
H 2.26 -1.21 -4.44
C -1.06 -1.98 -1.46
H -0.04 -0.43 -4.94
H -0.40 4.22 -2.08
H -2.02 0.04 0.69
C -2.03 -0.75 3.98
C 0.89 4.53 -0.39
H 0.28 -3.32 1.18
O -2.10 -1.82 -2.07
```

Atom charges from the Löwdin analysis, given in e for atoms 1 to 2: atom 1 (H): 0.101, atom 2 (C): -0.049


(6)
A 2-piece molecular cluster, C2H8N2S overall at a distorted geometry, computed with ωB97M-V/def2-TZVPD.

Its SMILES is [H]/N=C/N.CS. As for the gap between HOMO and LUMO: 0.3664 Ha. The calculation puts the LUMO energy at 0.841 eV.

Structure (XYZ):
```
13
C2H8N2S ωB97M-V/def2-TZVPD
H -1.56 -1.83 0.81
C 0.27 2.14 -1.24
H 1.78 0.83 -1.70
H 0.29 0.19 -1.59
H 1.51 -2.02 2.07
C 0.45 -2.22 2.07
S -0.32 -1.29 0.75
H 0.31 -3.29 1.93
H -1.06 3.24 -0.71
H 1.04 2.90 -1.08
H 0.08 -1.89 3.04
N 0.80 1.01 -1.84
N -0.98 2.27 -1.01
```

Atom charges from the Löwdin analysis, given in e for atoms 1 to 2: atom 1 (H): -0.142, atom 2 (C): -0.404


(7)
C4H6KMgO2 as an isolated structure at a distorted geometry, computed with ωB97M-V/def2-TZVPD.

The expectation value of S² is 0.752. The multiplicity is 2. The net charge is +2. As for the gap between HOMO and LUMO (alpha / beta): 0.2489 / 0.3192 Ha. The calculation puts the LUMO energy (alpha / beta) at -7.073 / -8.165 eV.

Structure (XYZ):
```
14
C4H6KMgO2 ωB97M-V/def2-TZVPD
C -1.75 -1.15 -0.04
O -2.26 -0.64 1.10
H 0.41 1.22 1.88
H -2.77 -1.30 1.57
C -1.22 -0.12 -1.02
C 0.88 1.48 0.95
O 2.51 -0.05 0.00
H -1.28 0.96 -0.96
H -1.80 -2.23 -0.17
C 1.93 0.82 0.55
H -1.00 -0.46 -2.03
Mg 0.68 -1.10 -1.55
H 0.58 2.39 0.47
K 5.08 0.18 -0.76
```

Atom charges from the Löwdin analysis, given in e for atoms 1 to 2: atom 1 (C): -0.109, atom 2 (O): 0.074


The evaluated total energy for the records listed, in turn: -4671.340310; -227.812720; -1913.362182; -419.085216; -1283.828016; -588.678278; -1105.845438 Ha.